No. 1
{
  "formula": "C5H33N2O9",
  "method": "wB97M-V/def2-TZVPD",
  "charge": 1,
  "spin_multiplicity": 1,
  "elements": ["C", "N", "C", "C", "N", "C", "C", "H", "H", "H", "H", "H", "H", "H", "H", "H", "H", "H", "H", "H", "H", "H", "H", "H", "O", "H", "H", "O", "H", "H", "O", "H", "H", "O", "H", "H", "O", "H", "H", "O", "H", "H", "O", "H", "H", "O", "H", "H", "O"],
  "coordinates": [[-2.11817, 0.96551, -1.38667], [-1.83022, 2.26514, -0.72900], [-3.04922, 2.95373, -0.32770], [-1.29531, 0.71047, -2.64523], [0.14319, 0.54066, -2.16549], [1.10492, 0.48415, -3.32778], [-1.73673, -0.60724, -3.24846], [-3.17576, 0.86926, -1.63308], [-1.83317, 0.23295, -0.63087], [-1.27909, 2.85410, -1.32212], [-2.88502, 3.69125, 0.42976], [-3.45687, 3.50797, -1.19346], [-3.91378, 2.32769, -0.11752], [-1.27434, 1.58539, -3.29185], [0.22378, -0.35593, -1.65923], [0.50273, 1.26227, -1.54740], [1.30699, -0.53550, -3.62248], [0.63605, 1.00242, -4.14746], [1.99563, 0.96870, -2.99965], [-2.62578, -0.52636, -3.87718], [-1.01189, -0.93455, -3.99188], [-1.90524, -1.31687, -2.45045], [2.20351, 0.49178, 0.73309], [2.20526, 2.03215, 0.51364], [2.02937, 1.18787, 0.08073], [2.73538, 2.92803, 2.65994], [1.51999, 3.69028, 2.11144], [2.44448, 3.49138, 1.94120], [-1.04222, 1.95365, 2.58876], [-0.37170, 1.95279, 1.14161], [-0.53411, 1.45688, 1.94438], [-1.84849, -4.39583, 1.06466], [-3.26034, -3.66623, 0.99440], [-2.36522, -3.70045, 0.65450], [-0.64966, -0.95303, 3.82607], [-0.16022, -0.74885, 2.46201], [0.14679, -1.07098, 3.30001], [2.99723, -3.11155, 2.31113], [1.87994, -2.08089, 2.41691], [2.38691, -2.60707, 1.78064], [1.65222, -4.08277, -1.12845], [2.27019, -3.08177, 0.06765], [1.68474, -3.23937, -0.68068], [-1.37403, -2.25153, -0.14896], [0.01214, -2.58351, -0.48972], [-0.60440, -1.82227, -0.56785], [2.84356, 0.27220, 3.52224], [1.43735, 0.38746, 3.16143], [2.30225, 0.38600, 2.73131]],
  "atomic_forces_ev_per_a": [[0.549, 0.860, 0.512], [-0.277, -0.947, 0.213], [-0.708, 0.871, -1.763], [0.097, -0.259, 1.740], [0.485, -0.834, -1.393], [-0.628, -0.123, 0.366], [-0.004, 0.486, -1.251], [-0.035, 0.000, -0.042], [-0.351, -0.488, -0.300], [-0.009, 0.439, -0.410], [0.117, 0.160, 0.719], [0.149, 0.170, 0.128], [0.533, -0.533, 0.665], [-0.181, -0.113, -0.268], [-0.392, 0.194, 0.382], [-0.265, 0.105, 0.591], [0.003, -0.181, 0.109], [0.115, 0.266, -0.327], [0.737, 0.253, -0.026], [-0.244, 0.365, 0.447], [0.297, -0.439, 0.305], [0.192, -0.319, -0.120], [0.014, 0.445, 0.089], [0.251, -0.004, 0.448], [-0.443, -0.235, -0.880], [-0.057, -0.257, 0.168], [-0.001, -0.009, 0.211], [-0.020, 0.196, -0.531], [-0.086, 0.381, -0.381], [-0.445, 0.361, -0.265], [0.344, -0.914, 0.733], [-0.347, -0.168, 0.300], [0.033, -0.397, 0.294], [0.265, 0.582, -0.564], [0.045, -0.249, 0.424], [-0.089, 0.422, -1.183], [-0.269, -0.297, 0.764], [0.352, -0.250, 0.260], [-0.036, 0.043, -0.192], [-0.106, 0.212, 0.163], [0.792, -0.302, 0.519], [0.106, -0.752, 0.321], [-1.125, 0.838, -1.125], [-0.225, 0.450, -0.099], [0.685, 0.667, -0.312], [-0.222, -0.831, 0.458], [0.564, -0.126, -0.324], [-0.515, -0.066, -0.483], [0.352, 0.326, 0.911]]
}

No. 2
{
  "formula": "C5H33O13",
  "method": "wB97M-V/def2-TZVPD",
  "charge": -1,
  "spin_multiplicity": 1,
  "elements": ["C", "O", "C", "C", "C", "C", "H", "H", "H", "H", "H", "H", "H", "H", "H", "H", "H", "O", "H", "H", "O", "H", "H", "O", "H", "H", "O", "H", "H", "O", "H", "H", "O", "H", "H", "O", "H", "H", "O", "H", "H", "O", "H", "H", "O", "H", "H", "O", "H", "H", "O"],
  "coordinates": [[0.53602, 0.02741, -1.35562], [0.02770, -1.26941, -1.68088], [1.37262, 0.53908, -2.51717], [2.76543, -0.11678, -2.61437], [2.93793, -1.44930, -1.90546], [3.68742, -1.82806, -0.88365], [1.20703, -0.19237, -0.50982], [-0.26296, 0.70537, -1.03945], [0.94949, 0.29601, -3.49416], [1.48119, 1.61206, -2.67560], [3.59487, 0.41664, -2.09410], [3.21176, -0.22823, -3.60398], [2.30672, -2.24505, -2.32629], [4.21601, -1.14514, -0.21463], [3.81513, -2.87056, -0.61412], [-1.23674, -3.08690, -0.09594], [-2.51049, -2.41974, 3.57687], [-2.25608, -2.28942, 2.66483], [-3.73848, -0.91482, 0.75087], [-4.84124, -0.54529, -0.13869], [-4.56253, -1.28424, 0.40170], [0.44645, -4.22643, -0.68507], [0.32911, -5.71151, -0.72098], [0.96504, -5.01987, -0.91024], [-1.48477, 3.38476, 1.77519], [-0.83321, 3.84741, 2.97933], [-1.38304, 4.21940, 2.28573], [0.16490, 3.17662, -3.96058], [-0.90591, 2.11182, -3.58114], [-0.29418, 2.40379, -4.26366], [1.13094, 4.05789, -0.01300], [0.06267, 4.51932, 1.15399], [0.73378, 4.73890, 0.48871], [-2.96371, 2.10473, 1.54802], [-1.70466, 1.17585, 1.42486], [-2.18856, 1.97103, 1.00581], [0.36130, -1.92495, -1.06745], [-1.16594, -3.37969, 1.35611], [-0.99364, -3.80879, 0.49971], [0.98632, 1.35583, 2.25016], [-0.00688, 0.60698, 3.08384], [0.69771, 1.33931, 3.14998], [2.53570, -1.79284, 3.48135], [1.73362, -0.53609, 3.05442], [2.42743, -1.14958, 2.77809], [-0.87283, -0.60425, 2.74576], [-2.16572, -1.28271, 2.44697], [-1.44788, 0.09281, 2.40976], [-2.07360, 2.48128, -0.65370], [-2.60092, 1.71762, -2.07243], [-2.19032, 2.42007, -1.61986]],
  "atomic_forces_ev_per_a": [[0.975, -0.499, 0.567], [-0.938, -0.010, -0.627], [0.850, -0.449, -1.616], [2.200, -0.173, 2.416], [-1.360, -1.194, -1.172], [0.511, 0.532, 0.607], [-0.125, 0.850, 0.057], [0.052, -0.152, -0.227], [-0.818, -0.311, 0.343], [-0.078, 0.126, 0.905], [-0.754, 0.732, -0.180], [-0.704, -0.016, -0.333], [0.487, 0.041, -0.170], [0.108, 0.121, -0.467], [-0.471, -0.002, -0.004], [-0.312, -0.147, -0.116], [-0.101, 0.286, 0.106], [0.118, 0.048, -0.820], [0.081, -0.471, 0.308], [-0.441, 0.109, -0.356], [0.398, 0.391, 0.073], [0.362, -0.549, 0.264], [-0.067, -0.151, 0.086], [0.092, 0.341, -0.382], [-0.586, 0.225, -0.320], [0.216, 0.259, 0.674], [0.478, -0.522, -0.134], [-0.021, 0.481, 0.531], [0.138, 0.469, 0.395], [-0.280, -0.652, -0.979], [-0.008, -1.438, -0.198], [-0.002, -0.617, -0.300], [0.028, 2.201, 0.398], [-0.286, -0.077, 0.190], [-0.258, 0.037, 0.187], [0.487, 0.104, -0.320], [0.265, 0.188, 0.182], [-0.173, -0.181, 0.277], [-0.100, 0.755, -0.081], [0.451, 0.335, -0.985], [0.270, 2.042, 0.048], [-0.417, -1.308, 0.967], [-0.132, 0.031, 0.083], [0.186, 0.163, 0.225], [0.083, -0.078, -0.270], [0.140, -0.041, -0.394], [-0.326, -0.821, 0.676], [-0.082, -0.802, 0.289], [-0.764, -1.363, -0.114], [-0.865, -1.505, 0.565], [1.496, 2.662, -0.853]]
}

No. 3
{
  "formula": "C5H34NO12",
  "method": "wB97M-V/def2-TZVPD",
  "charge": -1,
  "spin_multiplicity": 1,
  "elements": ["C", "C", "C", "C", "C", "O", "N", "H", "H", "H", "H", "H", "H", "H", "H", "H", "H", "H", "H", "H", "H", "O", "H", "H", "O", "H", "H", "O", "H", "H", "O", "H", "H", "O", "H", "H", "O", "H", "H", "O", "H", "H", "O", "H", "H", "O", "H", "H", "O", "H", "H", "O"],
  "coordinates": [[2.50777, -2.69992, -0.35126], [0.96595, -2.52177, -0.32624], [0.68257, -1.59777, 0.89912], [-0.91612, -1.38820, 1.15549], [-1.30899, -2.01701, 2.45459], [-2.22898, -3.04730, 2.16493], [0.51646, -1.83521, -1.54874], [2.90762, -3.08958, 0.72549], [2.89466, -3.52942, -0.97986], [2.97071, -1.75525, -0.60870], [0.50233, -3.43001, -0.32213], [0.94487, -1.91820, 1.91787], [0.93705, -0.56730, 0.75370], [-1.43119, -1.68644, 0.22445], [-1.04498, -0.27709, 1.29685], [-0.47280, -2.41796, 3.07044], [-1.82917, -1.37506, 3.11531], [0.80187, -0.81838, -1.65068], [0.52718, -2.30033, -2.34889], [0.60522, 3.41819, -0.51027], [2.05441, 3.25866, 0.14502], [1.24870, 3.80215, 0.08841], [-0.97418, 1.45960, -2.11024], [-0.60756, 3.07964, -2.01217], [-0.42504, 2.42649, -1.37880], [-2.80202, -2.77696, -0.51235], [-3.01170, -2.73409, 1.58504], [-3.71437, -2.51859, -0.76319], [-2.60909, 0.05310, -2.37868], [-0.85930, -0.29779, -2.40732], [-1.21506, 0.57490, -2.74256], [3.10173, -0.04453, -1.95565], [4.25429, 0.89767, -1.84018], [4.06449, -0.06538, -1.83177], [4.35136, 1.25592, 1.01340], [3.99146, -0.05068, 0.49507], [4.39247, 0.30919, 1.21750], [-3.78298, -1.67303, -1.06311], [-3.72207, 0.75273, -1.47810], [-3.47118, -0.04320, -1.78476], [1.08160, 1.49577, -1.74951], [1.05390, 0.74160, -3.07047], [1.59692, 0.84425, -2.26785], [-2.24377, 1.74879, 0.30894], [-1.64974, 2.83947, -0.18703], [-2.23700, 2.68675, 0.61346], [-1.09843, 3.18134, 1.70350], [0.21039, 3.80419, 1.54576], [-0.38976, 3.57786, 2.21595], [-0.89786, 1.27735, 3.39862], [0.46056, 1.31285, 2.79588], [-0.09368, 0.75100, 3.34371]],
  "atomic_forces_ev_per_a": [[0.716, -2.189, 2.460], [2.881, 3.748, -0.065], [-3.670, -0.444, 0.221], [2.507, 1.962, -0.522], [-1.070, -0.870, -0.522], [-2.225, -1.397, -0.906], [-0.544, 4.206, 4.434], [-0.940, 1.282, -2.190], [-0.465, 0.697, -0.271], [0.272, -0.090, 0.057], [-1.460, -2.473, 0.589], [1.077, -0.183, -0.935], [1.296, 0.296, -0.451], [-0.100, -0.017, 0.882], [-0.024, -1.039, -0.490], [-0.488, -0.111, -0.719], [-0.249, 1.342, 0.642], [0.015, -2.047, 0.316], [0.376, -2.617, -4.026], [-0.337, -1.122, -0.650], [-0.867, 0.195, -0.295], [1.774, 1.018, 0.896], [0.351, -1.581, 0.024], [-0.235, 1.710, -1.471], [-0.071, -0.746, 1.115], [-0.948, 0.772, -0.616], [2.084, -0.330, 1.441], [0.517, -5.390, 2.151], [-1.454, 0.733, 1.282], [-0.301, 1.592, -0.032], [0.404, -1.125, -0.347], [-0.080, 0.035, -0.190], [0.025, -0.923, -0.097], [0.363, 0.946, 0.255], [0.165, -0.310, 0.351], [-1.642, -2.005, -3.349], [1.577, 2.303, 3.009], [0.440, 4.307, -1.467], [-1.128, 4.332, 1.428], [1.870, -4.607, -2.421], [-0.349, 0.122, -0.075], [0.129, 0.111, 0.376], [-0.035, 0.119, -0.471], [-0.722, 0.092, 1.247], [0.067, 0.949, 0.539], [0.184, -1.530, -2.149], [-0.691, -0.254, -0.022], [1.812, 0.664, -1.412], [-0.867, -0.287, 2.309], [0.006, 0.083, 0.070], [0.126, 0.272, -0.034], [-0.075, -0.199, 0.097]]
}

No. 4
{
  "formula": "C5H34NO14",
  "method": "wB97M-V/def2-TZVPD",
  "charge": -1,
  "spin_multiplicity": 1,
  "elements": ["C", "C", "C", "C", "C", "O", "O", "N", "H", "H", "H", "H", "H", "H", "H", "H", "H", "H", "H", "H", "O", "H", "H", "O", "H", "H", "O", "H", "H", "O", "H", "H", "O", "H", "H", "O", "H", "H", "O", "H", "H", "O", "H", "H", "O", "H", "H", "O", "H", "H", "O", "H", "H", "O"],
  "coordinates": [[0.28898, 1.81257, -0.03253], [0.58666, 0.61096, 0.82608], [-0.66636, -0.27479, 1.07653], [-0.55488, -1.73868, 0.58255], [-0.22073, -1.76508, -0.89104], [0.93341, -1.46763, -1.24296], [-1.18958, -1.96495, -1.70972], [1.23194, 0.94857, 2.10753], [1.13935, 2.42753, -0.34199], [-0.13851, 1.50327, -0.99855], [-0.47627, 2.56342, 0.17601], [1.28940, -0.00644, 0.29880], [-1.56678, 0.25328, 0.77068], [-0.82805, -0.30168, 2.16338], [-1.50411, -2.23951, 0.77590], [0.11291, -2.37270, 1.16912], [2.17896, 1.28347, 1.98126], [0.75150, 1.53839, 2.75767], [4.27368, 1.00238, -2.40259], [2.76590, 0.66307, -2.74794], [3.38484, 1.21611, -2.22120], [1.05689, -1.75723, 4.21879], [1.67460, -0.76857, 3.16233], [1.78651, -1.62594, 3.61257], [-1.08478, -1.02695, -3.00746], [-1.40212, -1.08069, -4.55734], [-0.91444, -0.58820, -3.89413], [2.09835, -1.55303, 0.16679], [2.05243, -1.68534, 1.71865], [2.65363, -1.69720, 0.96217], [0.88147, -0.10684, -3.64673], [1.50938, -1.31379, -2.97898], [1.75187, -0.53177, -3.51174], [-2.80340, -1.73547, -1.32685], [-3.97848, -2.04823, -0.32285], [-3.75765, -1.53086, -1.09842], [2.88533, -3.23486, 0.00453], [2.20755, -3.60592, -1.26227], [2.67814, -4.02168, -0.52722], [-2.77554, 2.45388, 0.66329], [-3.42235, 2.80720, 2.06258], [-2.94668, 3.15454, 1.30633], [-2.27104, 1.10715, -1.75753], [-3.49325, 0.25190, -1.44583], [-3.12493, 1.15412, -1.34434], [-1.00215, 3.85747, 1.85185], [0.43463, 3.26597, 2.06226], [-0.09288, 4.06309, 2.10703], [3.75122, 0.04547, 1.34230], [3.50648, 0.91003, 0.10896], [4.08875, 0.83121, 0.87973], [-4.02980, 0.21270, 0.64572], [-5.13563, 1.29092, 0.54521], [-4.57438, 0.81533, 1.16364]],
  "atomic_forces_ev_per_a": [[-0.645, 0.816, -2.302], [-0.819, 0.537, 0.957], [0.454, 0.153, 1.190], [-0.810, -0.025, 0.375], [-1.079, 0.115, -0.555], [0.240, -0.723, 0.348], [0.416, 0.070, 0.746], [0.745, -0.991, 0.105], [0.371, -0.377, 0.362], [0.430, -0.588, -0.081], [-0.051, -0.353, 1.250], [0.241, 0.303, -0.207], [-0.113, -0.285, -0.806], [0.238, -0.183, -0.032], [-0.282, 0.162, -0.347], [0.550, 0.510, -0.074], [0.049, 0.199, -0.143], [-0.595, 0.232, 0.042], [1.299, -0.638, -0.523], [0.444, -0.387, 0.050], [-1.706, 0.936, 0.807], [-0.192, 0.225, -0.069], [-0.435, 0.515, 0.393], [0.391, -0.290, -0.124], [0.187, -0.265, -0.793], [0.006, -0.068, 0.110], [-0.447, 0.492, 0.364], [-0.010, 0.002, 0.031], [0.138, -0.478, -0.072], [0.248, 0.179, -0.140], [0.334, -0.507, -0.208], [0.119, 0.650, 0.068], [0.022, 0.237, -0.506], [-0.204, -0.203, 0.289], [0.044, -0.138, 0.042], [0.193, 0.130, -0.240], [0.128, -0.348, 0.386], [-0.022, -0.271, -0.020], [-0.079, 0.221, -0.390], [-0.521, -0.247, 0.250], [-0.059, -0.578, -0.306], [0.717, 0.944, -0.074], [0.638, -0.020, -0.451], [0.163, 0.278, 0.133], [-0.673, -0.059, 0.278], [-0.019, -0.341, -0.051], [-0.167, -0.136, -0.280], [0.042, 0.752, 0.448], [0.217, -0.061, -0.472], [0.290, -0.038, -0.246], [-0.323, 0.109, 0.371], [-0.087, 0.153, -0.313], [0.231, -0.089, -0.225], [-0.249, -0.236, 0.657]]
}

Relative energy (zero: lowest compared OMol25 entry of this formula, charge and spin) across the listed records, respectively: 1.743 1.174 3.390 0.671 eV.
E_HOMO across the listed records, respectively: -0.4415 -0.2582 -0.2412 -0.2699 hartree.